No. 1
Below is a cluster of 2 separate species, C3H8NO3S in total at a distorted geometry, with properties calculated with ωB97M-V/def2-TZVPD.

```
! wB97M-V def2-TZVPD RIJCOSX def2/J DEFGRID3
* xyz -1 1
O 1.090 1.734 -0.891
C -0.048 1.330 -0.627
O -1.174 1.664 -1.103
C -0.250 0.204 0.462
C 1.072 -0.508 0.969
S 2.403 -0.931 -0.138
N -0.868 0.725 1.692
H -0.922 -0.561 0.076
H 1.349 0.155 1.790
H 0.680 -1.399 1.463
H 2.205 -0.029 -1.127
H -1.878 0.701 1.564
H -0.677 1.729 1.736
H -0.294 -1.432 -1.648
H -1.733 -1.428 -2.047
O -0.957 -1.952 -2.170
*
```

Properties
Energy relative to the best compared isomer or geometry (same formula, charge and spin): 93.84 kJ/mol
Total energy: -797.8364 Eh
Kohn-Sham gap: 7.96 eV

Atomic partial charges in e from the Mulliken method, atoms 1 to 4: atom 1 (O): -0.724, atom 2 (C): 0.434, atom 3 (O): -0.746, atom 4 (C): 0.213

No. 2
Below is a cluster of 2 separate species, C3H8NO4 in total at a distorted geometry, with properties calculated with ωB97M-V/def2-TZVPD.

```
! wB97M-V def2-TZVPD RIJCOSX def2/J DEFGRID3
* xyz -1 1
C -0.314 -0.963 -1.122
C -1.349 0.148 -1.438
O -1.133 1.450 -0.960
N 0.532 -0.839 0.076
C 1.472 0.172 0.165
O 1.785 0.385 1.372
O 1.585 0.826 -0.865
H 0.266 -0.991 -1.996
H -0.862 -1.879 -1.220
H -1.346 0.315 -2.564
H -2.353 0.018 -1.001
H -0.171 1.600 -1.001
H -0.019 -0.923 0.974
H 0.799 0.778 3.593
H 0.820 -0.076 2.562
O 0.288 -0.020 3.424
*
```

Properties
Energy relative to the best compared isomer or geometry (same formula, charge and spin): 92.28 kJ/mol
Total energy: -474.8846 Eh
Kohn-Sham gap: 8.85 eV

Atomic partial charges in e from the Mulliken method, atoms 1 to 4: atom 1 (C): -0.706, atom 2 (C): -0.344, atom 3 (O): -0.547, atom 4 (N): -0.300

No. 3
Below is the ion C3H8NO5P with charge -2 at a distorted geometry, with properties calculated with ωB97M-V/def2-TZVPD.

```
! wB97M-V def2-TZVPD RIJCOSX def2/J DEFGRID3
* xyz -2 1
C 0.551 -0.964 -1.310
C 0.883 -0.557 0.133
O 0.978 -1.434 1.123
C -0.046 0.618 0.360
O -1.471 0.142 0.450
N -2.285 1.079 1.124
P 2.568 0.426 -0.006
O 2.416 1.724 0.847
O 2.796 0.708 -1.511
O 3.504 -0.608 0.643
H 1.171 -1.872 -1.462
H -0.482 -1.137 -1.492
H 0.794 -0.036 -1.914
H 1.968 -1.492 1.273
H 0.125 0.980 1.387
H 0.072 1.271 -0.444
H -1.893 1.979 0.901
H -2.228 0.985 2.061
*
```

Properties
Total energy: -891.3917 Eh
Kohn-Sham gap: 6.16 eV

Atomic partial charges in e from the Mulliken method, atoms 1 to 4: atom 1 (C): -1.467, atom 2 (C): 0.844, atom 3 (O): -0.641, atom 4 (C): -1.198

The highest Kohn-Sham gap belongs to which entry? C3H8NO4

Look up the total energy of the first one. -797.8364 Eh